No. 1
{
  "formula": "C49H26F15GeIN4O4S3W",
  "method": "wB97M-V/def2-TZVPD",
  "symbols": ["W", "C", "C", "N", "N", "C", "S", "S", "C", "C", "C", "C", "C", "C", "C", "C", "C", "C", "C", "C", "C", "O", "H", "H", "H", "H", "H", "H", "H", "H", "H", "H", "H", "H", "H", "H", "O", "C", "C", "C", "C", "C", "C", "C", "O", "N", "N", "C", "C", "C", "C", "C", "C", "C", "O", "H", "H", "H", "H", "H", "H", "H", "H", "H", "H", "I", "C", "H", "H", "F", "C", "C", "C", "F", "C", "F", "C", "F", "C", "F", "Ge", "S", "C", "C", "F", "C", "F", "C", "F", "C", "F", "C", "F", "C", "C", "F", "C", "F", "C", "F", "C", "F", "C", "F"],
  "positions_angstrom": [[0.48, -1.09, -1.18], [3.67, -0.25, -4.58], [2.38, -0.27, -3.83], [2.18, -1.08, -2.82], [3.24, -1.94, -2.63], [3.22, -2.84, -1.73], [1.98, -3.18, -0.58], [4.67, -3.84, -1.72], [4.97, -3.98, 0.09], [5.30, -2.64, 0.69], [4.54, -2.14, 1.73], [4.79, -0.87, 2.24], [5.81, -0.10, 1.71], [6.59, -0.60, 0.68], [6.34, -1.87, 0.17], [1.35, 0.68, -4.27], [1.57, 1.53, -5.35], [0.60, 2.43, -5.76], [-0.62, 2.49, -5.11], [-0.87, 1.65, -4.04], [0.12, 0.76, -3.62], [-0.10, 0.01, -2.55], [4.34, -1.02, -4.20], [4.14, 0.72, -4.44], [3.51, -0.41, -5.64], [5.80, -4.68, 0.15], [4.09, -4.41, 0.54], [3.75, -2.74, 2.16], [4.18, -0.48, 3.05], [6.01, 0.89, 2.10], [7.39, -0.01, 0.26], [6.95, -2.26, -0.63], [2.51, 1.51, -5.88], [0.80, 3.09, -6.60], [-1.38, 3.19, -5.42], [-1.80, 1.66, -3.50], [1.02, -2.55, 3.07], [-0.27, -2.53, 3.45], [-0.55, -2.85, 4.78], [-1.84, -2.86, 5.24], [-2.90, -2.54, 4.40], [-2.64, -2.22, 3.08], [-1.33, -2.21, 2.59], [-1.10, -1.91, 1.18], [0.12, -1.70, 0.73], [-2.11, -1.90, 0.35], [-1.66, -1.71, -0.92], [-2.52, -1.76, -1.88], [-2.08, -1.84, -3.24], [-2.94, -1.57, -4.31], [-2.51, -1.73, -5.61], [-1.21, -2.19, -5.86], [-0.36, -2.48, -4.82], [-0.76, -2.29, -3.49], [0.08, -2.54, -2.49], [1.09, -2.30, 2.13], [0.28, -3.10, 5.43], [-2.04, -3.13, 6.27], [-3.92, -2.55, 4.77], [-3.44, -1.98, 2.39], [-3.58, -1.81, -1.63], [-3.94, -1.21, -4.10], [-3.17, -1.51, -6.44], [-0.87, -2.31, -6.88], [0.65, -2.83, -5.00], [2.39, 1.77, -1.15], [2.17, -0.15, -0.14], [2.00, 0.15, 0.89], [3.17, -0.57, -0.19], [0.80, 0.38, 2.59], [0.57, 1.49, 3.30], [-0.54, 2.24, 3.01], [-0.75, 3.38, 3.76], [-1.85, 4.12, 3.54], [0.12, 3.76, 4.77], [-0.10, 4.86, 5.48], [1.23, 2.98, 5.04], [2.06, 3.32, 6.02], [1.47, 1.83, 4.30], [2.53, 1.07, 4.56], [-1.75, 1.73, 1.50], [-0.84, 0.98, -0.30], [-3.30, 0.77, 2.30], [-4.24, 0.21, 1.45], [-4.05, 0.30, 0.13], [-5.37, -0.44, 1.91], [-6.25, -0.98, 1.07], [-5.57, -0.55, 3.28], [-6.64, -1.17, 3.75], [-4.63, -0.02, 4.16], [-4.81, -0.15, 5.47], [-3.52, 0.63, 3.66], [-2.64, 1.10, 4.54], [-2.36, 3.47, 0.76], [-3.66, 3.78, 0.38], [-4.66, 2.97, 0.73], [-3.95, 4.91, -0.36], [-5.20, 5.18, -0.72], [-2.93, 5.76, -0.74], [-3.20, 6.85, -1.46], [-1.62, 5.49, -0.37], [-0.64, 6.31, -0.74], [-1.36, 4.35, 0.37], [-0.10, 4.10, 0.74]],
  "lowdin_charge": [1.624, -0.009, -0.274, -0.061, -0.074, -1.037, 0.770, 0.913, -0.425, -0.309, -0.061, -0.080, -0.085, -0.077, -0.060, -0.156, -0.018, -0.065, -0.051, 0.014, -0.337, -0.432, 0.068, 0.100, 0.094, 0.082, 0.046, 0.104, 0.098, 0.104, 0.103, 0.106, 0.108, 0.107, 0.111, 0.125, 0.069, -0.251, 0.000, -0.054, -0.075, -0.027, -0.064, -0.397, -0.378, 0.110, -0.130, -0.024, -0.147, -0.025, -0.077, -0.057, 0.004, -0.324, -0.296, 0.058, 0.122, 0.111, 0.107, 0.099, 0.148, 0.120, 0.105, 0.110, 0.125, 0.901, -0.741, -0.044, -0.043, 0.064, -0.211, -0.124, -0.227, 0.104, -0.132, 0.129, -0.126, 0.139, -0.130, 0.124, 0.778, 0.429, -0.116, -0.270, 0.071, -0.148, 0.129, -0.141, 0.144, -0.171, 0.129, -0.225, 0.115, -0.146, -0.206, 0.102, -0.138, 0.124, -0.131, 0.137, -0.135, 0.129, -0.244, 0.072],
  "homo_energy_ha": -0.3099,
  "e_above_lowest_kj_mol": 0.0,
  "e_lumo_ev": -2.055,
  "gap_ha": 0.234
}

***

No. 2
{
  "formula": "C49H26F15GeIN4O4S3W",
  "method": "wB97M-V/def2-TZVPD",
  "symbols": ["W", "C", "C", "N", "N", "C", "S", "S", "C", "C", "C", "C", "C", "C", "C", "C", "C", "C", "C", "C", "C", "O", "H", "H", "H", "H", "H", "H", "H", "H", "H", "H", "H", "H", "H", "H", "O", "C", "C", "C", "C", "C", "C", "C", "O", "N", "N", "C", "C", "C", "C", "C", "C", "C", "O", "H", "H", "H", "H", "H", "H", "H", "H", "H", "H", "I", "C", "H", "H", "F", "C", "C", "C", "F", "C", "F", "C", "F", "C", "F", "Ge", "S", "C", "C", "F", "C", "F", "C", "F", "C", "F", "C", "F", "C", "C", "F", "C", "F", "C", "F", "C", "F", "C", "F"],
  "positions_angstrom": [[0.41, -0.55, -1.45], [-0.45, -2.47, 2.49], [-0.12, -1.40, 1.50], [-0.40, -1.62, 0.23], [-0.97, -2.88, 0.03], [-0.73, -3.52, -1.05], [0.28, -3.01, -2.36], [-1.56, -5.09, -1.21], [-0.35, -6.22, -0.38], [0.93, -6.44, -1.14], [1.01, -7.42, -2.12], [2.17, -7.59, -2.86], [3.26, -6.76, -2.63], [3.20, -5.80, -1.64], [2.04, -5.64, -0.89], [0.52, -0.20, 1.94], [0.37, 0.19, 3.39], [0.60, 1.70, 3.62], [1.62, 2.36, 2.77], [1.98, 1.79, 1.62], [1.29, 0.61, 1.13], [1.48, 0.38, -0.14], [-0.02, -3.42, 2.16], [-1.53, -2.62, 2.53], [-0.08, -2.24, 3.49], [-0.92, -7.15, -0.30], [-0.17, -5.82, 0.61], [0.15, -8.05, -2.31], [2.21, -8.36, -3.61], [4.16, -6.88, -3.22], [4.05, -5.16, -1.44], [2.00, -4.89, -0.11], [0.92, -0.48, 4.06], [0.81, 1.89, 4.67], [2.06, 3.29, 3.10], [2.70, 2.23, 0.95], [2.93, 2.10, -5.75], [1.87, 2.84, -5.39], [1.62, 4.00, -6.12], [0.54, 4.81, -5.81], [-0.33, 4.47, -4.77], [-0.08, 3.33, -4.04], [1.02, 2.51, -4.33], [1.25, 1.34, -3.49], [0.41, 1.07, -2.51], [2.26, 0.56, -3.67], [2.32, -0.43, -2.69], [3.53, -0.88, -2.57], [4.02, -1.72, -1.54], [5.39, -2.03, -1.49], [5.92, -2.72, -0.43], [5.07, -3.12, 0.62], [3.72, -2.84, 0.59], [3.16, -2.15, -0.50], [1.89, -1.92, -0.54], [2.97, 1.31, -5.17], [2.29, 4.25, -6.94], [0.37, 5.72, -6.38], [-1.18, 5.09, -4.55], [-0.74, 3.04, -3.23], [4.25, -0.50, -3.28], [6.03, -1.70, -2.30], [6.97, -2.95, -0.39], [5.48, -3.65, 1.46], [3.07, -3.15, 1.39], [-0.99, -0.84, -4.35], [-1.63, -0.74, -2.27], [-2.26, -1.61, -2.15], [-2.27, 0.14, -2.25], [-4.26, 3.85, 0.30], [-3.17, 4.61, 0.44], [-2.03, 4.11, 1.04], [-0.92, 4.94, 1.07], [0.22, 4.47, 1.60], [-0.93, 6.22, 0.57], [0.16, 6.98, 0.60], [-2.10, 6.71, 0.00], [-2.14, 7.94, -0.48], [-3.22, 5.90, -0.06], [-4.34, 6.37, -0.62], [-1.81, 2.17, 1.50], [-1.05, 1.54, -0.41], [-3.68, 1.53, 1.85], [-4.54, 2.23, 2.68], [-4.11, 3.36, 3.27], [-5.83, 1.81, 2.94], [-6.62, 2.49, 3.76], [-6.30, 0.66, 2.32], [-7.54, 0.24, 2.56], [-5.48, -0.05, 1.46], [-5.93, -1.15, 0.86], [-4.18, 0.39, 1.24], [-3.40, -0.35, 0.45], [-0.94, 1.93, 3.41], [-1.55, 2.92, 4.32], [-1.54, 4.19, 3.91], [-2.01, 2.58, 5.52], [-2.54, 3.47, 6.36], [-1.91, 1.20, 5.99], [-2.25, 0.98, 7.25], [-1.45, 0.22, 5.21], [-1.31, -1.03, 5.67], [-1.10, 0.44, 3.79], [-2.03, -0.26, 3.02]],
  "lowdin_charge": [1.582, 0.012, -0.235, -0.127, -0.049, -1.054, 0.614, 0.886, -0.395, -0.305, -0.046, -0.080, -0.085, -0.070, -0.063, -0.100, -0.102, -0.156, -0.008, 0.017, -0.358, -0.257, 0.088, 0.105, 0.078, 0.074, 0.075, 0.115, 0.103, 0.101, 0.096, 0.096, 0.159, 0.164, 0.123, 0.132, 0.074, -0.261, -0.009, -0.070, -0.080, -0.014, -0.090, -0.465, -0.455, 0.064, -0.064, -0.017, -0.140, -0.035, -0.094, -0.066, -0.014, -0.342, -0.272, 0.071, 0.120, 0.107, 0.103, 0.105, 0.144, 0.117, 0.102, 0.111, 0.117, 0.956, -0.747, -0.018, -0.052, 0.105, -0.215, -0.151, -0.233, 0.086, -0.136, 0.127, -0.130, 0.139, -0.136, 0.128, 0.829, 0.544, -0.128, -0.222, 0.100, -0.135, 0.128, -0.129, 0.138, -0.133, 0.127, -0.232, 0.069, -0.184, -0.217, 0.115, -0.139, 0.131, -0.117, 0.142, -0.119, 0.119, -0.319, 0.039],
  "homo_energy_ha": -0.2980,
  "e_above_lowest_kj_mol": 256.9,
  "e_lumo_ev": -2.156,
  "gap_ha": 0.219
}

***

No. 3
{
  "formula": "C49H36F4N9S2Zr",
  "method": "wB97M-V/def2-TZVPD",
  "symbols": ["Zr", "C", "N", "C", "C", "C", "N", "C", "C", "F", "C", "F", "C", "C", "F", "C", "F", "H", "H", "H", "H", "H", "H", "H", "H", "H", "H", "H", "N", "C", "C", "C", "C", "C", "C", "C", "C", "C", "C", "C", "C", "N", "C", "C", "C", "C", "N", "H", "H", "H", "H", "H", "H", "H", "H", "H", "H", "S", "C", "C", "C", "C", "C", "C", "N", "C", "C", "C", "C", "C", "C", "C", "H", "H", "H", "H", "H", "H", "H", "H", "N", "C", "C", "C", "C", "C", "C", "N", "C", "C", "C", "S", "C", "N", "H", "H", "H", "H", "H", "H", "H"],
  "positions_angstrom": [[0.51, 0.64, -0.32], [3.29, -1.17, -1.58], [3.12, 0.11, -0.85], [3.89, 1.10, -1.63], [3.76, 0.04, 0.48], [3.13, 1.06, 1.40], [1.65, 0.90, 1.48], [1.18, 0.91, 2.81], [0.18, 1.76, 3.27], [-0.34, 2.70, 2.44], [-0.34, 1.68, 4.54], [-1.34, 2.51, 4.88], [0.14, 0.78, 5.47], [1.17, -0.05, 5.05], [1.68, -0.95, 5.90], [1.67, 0.02, 3.77], [2.65, -0.85, 3.43], [4.36, -1.41, -1.68], [2.86, -1.08, -2.57], [2.80, -1.99, -1.05], [4.92, 0.75, -1.75], [3.92, 2.06, -1.11], [3.46, 1.23, -2.62], [4.83, 0.25, 0.38], [3.68, -0.96, 0.88], [3.38, 2.06, 1.04], [3.58, 0.97, 2.39], [-0.26, 0.72, 6.47], [-4.65, -8.46, -2.50], [-4.11, -7.47, -2.28], [-3.44, -6.23, -2.00], [-3.85, -5.44, -0.93], [-3.19, -4.25, -0.66], [-2.13, -3.84, -1.46], [-1.72, -4.63, -2.53], [-2.37, -5.82, -2.80], [-1.42, -2.56, -1.15], [-2.03, -1.40, -1.57], [-3.19, -1.35, -2.40], [-3.35, -0.04, -2.78], [-2.28, 0.66, -2.18], [-1.50, -0.11, -1.44], [-0.22, -2.68, -0.44], [0.29, -3.89, 0.07], [1.35, -3.57, 0.90], [1.44, -2.18, 0.87], [0.53, -1.62, 0.05], [-4.67, -5.77, -0.31], [-3.50, -3.63, 0.17], [-0.89, -4.31, -3.14], [-2.06, -6.44, -3.63], [-3.80, -2.20, -2.67], [-4.11, 0.37, -3.43], [-2.06, 1.71, -2.33], [-0.11, -4.87, -0.14], [1.96, -4.24, 1.48], [2.08, -1.56, 1.47], [2.27, 4.55, -2.69], [2.45, 5.00, -1.03], [2.93, 6.20, -0.51], [2.96, 6.34, 0.86], [2.52, 5.31, 1.69], [2.05, 4.12, 1.17], [2.02, 3.95, -0.22], [1.56, 2.83, -0.91], [1.63, 3.02, -2.21], [1.22, 2.01, -3.17], [1.31, 2.23, -4.54], [1.02, 1.20, -5.42], [0.63, -0.03, -4.90], [0.50, -0.21, -3.53], [0.79, 0.80, -2.61], [3.27, 7.00, -1.16], [3.33, 7.26, 1.29], [2.55, 5.45, 2.76], [1.70, 3.33, 1.80], [1.63, 3.19, -4.94], [1.09, 1.35, -6.48], [0.40, -0.85, -5.57], [0.17, -1.18, -3.18], [-3.39, 0.78, 2.08], [-3.04, -0.37, 2.75], [-3.71, -1.12, 3.71], [-3.05, -2.22, 4.20], [-1.77, -2.56, 3.76], [-1.11, -1.81, 2.81], [-1.76, -0.69, 2.28], [-1.36, 0.27, 1.34], [-2.37, 1.12, 1.28], [-2.30, 2.31, 0.46], [-3.24, 3.28, 0.33], [-2.64, 4.51, -0.70], [-1.19, 3.65, -0.87], [-1.13, 2.52, -0.23], [-4.24, 1.31, 2.21], [-4.70, -0.85, 4.05], [-3.53, -2.84, 4.95], [-1.28, -3.43, 4.17], [-0.12, -2.09, 2.49], [-4.22, 3.34, 0.77], [-0.40, 4.04, -1.49]],
  "lowdin_charge": [1.814, -0.065, -0.262, -0.075, -0.189, -0.203, -0.166, -0.185, -0.170, 0.071, -0.208, 0.099, 0.092, -0.208, 0.111, -0.157, 0.088, 0.102, 0.082, 0.067, 0.102, 0.085, 0.085, 0.133, 0.101, 0.090, 0.126, 0.145, 0.170, -0.176, -0.221, -0.006, -0.005, -0.212, -0.007, -0.006, -0.052, -0.253, 0.008, -0.037, -0.153, -0.042, -0.250, 0.009, -0.049, -0.221, -0.056, 0.125, 0.128, 0.129, 0.125, 0.120, 0.103, 0.102, 0.121, 0.110, 0.069, 1.166, -0.452, -0.076, -0.067, -0.050, -0.021, -0.302, -0.026, -0.593, -0.298, -0.050, -0.063, -0.057, -0.123, -0.214, 0.115, 0.112, 0.114, 0.080, 0.093, 0.110, 0.110, 0.094, 0.210, -0.174, -0.007, -0.070, -0.057, -0.001, -0.178, 0.099, -0.282, -0.333, -0.296, 1.131, -0.434, -0.046, 0.171, 0.116, 0.110, 0.113, 0.085, 0.089, 0.074],
  "homo_energy_ha": -0.3718,
  "e_above_lowest_kj_mol": 0.0,
  "total_charge": 1,
  "e_lumo_ev": -3.229,
  "gap_ha": 0.253
}

***

No. 4
{
  "formula": "C49H37Br2Cl3N6O2RbS",
  "method": "wB97M-V/def2-TZVPD",
  "symbols": ["Rb", "Br", "C", "C", "C", "C", "O", "C", "C", "N", "C", "C", "C", "C", "C", "C", "C", "C", "N", "C", "C", "H", "H", "H", "H", "H", "H", "H", "H", "H", "H", "Cl", "C", "C", "C", "C", "C", "C", "N", "C", "C", "N", "C", "O", "C", "C", "C", "Cl", "S", "C", "C", "C", "Cl", "C", "H", "H", "H", "H", "H", "H", "H", "H", "H", "H", "H", "H", "H", "C", "C", "C", "C", "C", "C", "N", "C", "C", "C", "C", "C", "C", "H", "H", "H", "H", "H", "H", "H", "H", "H", "H", "Br", "C", "C", "C", "C", "C", "N", "H", "H", "H", "H"],
  "positions_angstrom": [[-0.93, -0.76, 1.42], [-1.64, -4.68, -5.33], [-1.25, -4.11, -3.55], [0.07, -4.18, -3.08], [0.36, -3.76, -1.81], [-0.64, -3.26, -0.90], [-0.32, -2.85, 0.26], [-1.98, -3.21, -1.42], [-3.14, -2.68, -0.70], [-3.22, -2.39, 0.54], [-4.47, -1.97, 1.04], [-5.66, -2.48, 0.58], [-6.91, -2.01, 1.04], [-6.96, -1.03, 1.99], [-5.76, -0.52, 2.54], [-5.77, 0.49, 3.53], [-4.59, 0.92, 4.06], [-3.39, 0.34, 3.59], [-3.35, -0.57, 2.66], [-4.51, -1.00, 2.10], [-2.24, -3.62, -2.74], [0.86, -4.55, -3.73], [1.37, -3.79, -1.43], [-4.01, -2.51, -1.34], [-5.63, -3.27, -0.16], [-7.82, -2.43, 0.63], [-7.91, -0.64, 2.33], [-6.71, 0.90, 3.86], [-4.56, 1.70, 4.81], [-2.44, 0.66, 4.01], [-3.25, -3.55, -3.12], [7.24, 2.92, -6.37], [6.30, 2.37, -5.01], [5.07, 2.93, -4.75], [4.33, 2.45, -3.68], [4.81, 1.44, -2.85], [3.95, 0.96, -1.71], [3.96, 1.93, -0.54], [3.40, 1.30, 0.64], [4.08, 0.77, 1.72], [3.13, 0.14, 2.47], [1.89, 0.25, 1.86], [2.10, 0.95, 0.77], [2.60, 0.84, -2.13], [2.23, -0.49, -2.46], [3.02, -1.03, -3.62], [2.98, -0.52, -4.88], [1.99, 0.77, -5.44], [4.02, -1.34, -5.96], [4.54, -2.40, -4.73], [3.93, -2.13, -3.54], [6.06, 0.91, -3.14], [6.76, -0.34, -2.14], [6.82, 1.36, -4.22], [4.68, 3.71, -5.39], [3.34, 2.85, -3.48], [4.31, -0.01, -1.35], [3.35, 2.80, -0.80], [4.97, 2.27, -0.32], [5.14, 0.90, 1.84], [3.25, -0.39, 3.40], [1.35, 1.26, 0.06], [1.16, -0.46, -2.68], [2.37, -1.14, -1.59], [5.27, -3.17, -4.94], [4.11, -2.67, -2.63], [7.78, 0.92, -4.43], [0.91, 5.19, 1.43], [-0.12, 5.30, 0.49], [-1.06, 4.30, 0.32], [-1.03, 3.11, 1.09], [0.00, 3.03, 2.06], [0.95, 4.03, 2.21], [-1.84, 2.03, 0.87], [-3.15, 2.22, 0.53], [-3.84, 1.21, -0.18], [-5.19, 1.28, -0.44], [-5.95, 2.37, -0.01], [-5.30, 3.38, 0.68], [-3.94, 3.32, 0.95], [1.64, 5.97, 1.55], [-0.18, 6.19, -0.13], [-1.83, 4.41, -0.43], [0.06, 2.14, 2.67], [1.73, 3.91, 2.95], [-3.26, 0.36, -0.53], [-5.67, 0.47, -0.97], [-7.02, 2.42, -0.21], [-5.87, 4.24, 1.04], [-3.46, 4.12, 1.51], [-1.10, -1.49, 6.32], [0.22, -2.44, 5.35], [1.13, -3.22, 6.05], [2.09, -3.90, 5.31], [2.09, -3.78, 3.93], [1.13, -2.98, 3.34], [0.21, -2.31, 4.05], [1.09, -3.28, 7.13], [2.82, -4.52, 5.82], [2.81, -4.31, 3.32], [1.06, -2.88, 2.26]],
  "lowdin_charge": [0.869, 0.656, -0.717, -0.149, -0.034, -0.424, -0.297, -0.126, -0.115, 0.066, -0.212, -0.033, -0.084, -0.051, -0.160, -0.015, -0.042, -0.156, 0.013, -0.170, -0.114, 0.092, 0.101, 0.118, 0.105, 0.098, 0.107, 0.114, 0.103, 0.097, 0.101, 0.657, -0.660, -0.092, -0.030, -0.192, -0.308, -0.047, -0.062, -0.065, -0.143, 0.022, -0.183, -0.109, -0.136, -0.316, -0.965, 0.701, 0.997, -0.411, -0.153, -0.571, 0.713, -0.133, 0.110, 0.125, 0.123, 0.147, 0.139, 0.110, 0.093, 0.141, 0.141, 0.131, 0.066, 0.117, 0.104, -0.149, -0.127, -0.054, -0.342, -0.074, -0.129, -0.012, -0.339, -0.057, -0.122, -0.142, -0.126, -0.056, 0.076, 0.087, 0.104, 0.082, 0.092, 0.087, 0.095, 0.079, 0.087, 0.100, 0.740, -0.749, -0.120, -0.075, -0.057, -0.127, 0.037, 0.094, 0.106, 0.105, 0.084],
  "homo_energy_ha": -0.1216,
  "e_above_lowest_kj_mol": 47.1,
  "total_charge": -1,
  "e_lumo_ev": 1.743,
  "gap_ha": 0.186
}